# C2H8NO

A cluster of 2 separate species, C2H8NO in total (ωB97M-V with the def2-TZVPD basis set, the Open Molecules 2025 dataset).

The geometry in XYZ format:
```
12
Properties=species:S:1:pos:R:3:forces:R:3
C -0.24005 -1.30780 -0.31937 -0.22 0.11 0.11
C -1.70787 0.55960 0.47338 0.31 -1.19 -0.01
N -0.61257 0.06824 -0.21618 -0.37 1.48 0.02
H -0.07285 -1.56282 -1.36843 0.11 -0.20 0.04
H 0.67192 -1.47855 0.25752 0.02 -0.35 0.01
H -1.04709 -1.93862 0.05872 0.14 -0.02 0.03
H -2.39699 -0.18363 0.83166 -0.36 0.12 0.06
H -1.92588 1.60817 0.46251 0.04 0.17 -0.04
H 0.15369 0.72357 -0.23927 0.10 -0.18 -0.19
H 2.56204 0.51401 -0.43860 0.15 0.51 0.41
H 2.57113 1.76231 0.54987 0.38 -0.21 -0.02
O 2.04453 1.23552 -0.05183 -0.29 -0.23 -0.42
```
Forces are in eV/Å.

E_HOMO (spin up / spin down) in eV: -5.57 / -9.53
Frontier orbital gap (spin up / spin down) in Ha: 0.2288 / 0.3742
Spin multiplicity: 2

natural (NBO) population analysis, charges in e, atoms 1 to 8:
1. C -0.404
2. C -0.326
3. N -0.594
4. H 0.189
5. H 0.180
6. H 0.201
7. H 0.158
8. H 0.179

# C2H8NO

A cluster of 2 separate species, C2H8NO in total (ωB97M-V with the def2-TZVPD basis set, the Open Molecules 2025 dataset).

The geometry in XYZ format:
```
12
Properties=species:S:1:pos:R:3:forces:R:3
O -2.27536 -0.78159 -1.86009 -0.10 0.98 0.71
H -2.16423 -1.54903 -2.40980 0.10 -1.02 -0.74
C 1.38600 -0.45689 0.39635 0.58 -1.04 2.15
N 0.07657 -0.20959 -0.13502 -1.76 1.78 -0.09
C -0.37034 1.03912 0.55982 1.11 -2.84 0.75
H 1.65692 -1.56026 0.42004 -0.15 1.39 -0.06
H 2.27583 0.16021 0.10072 -0.76 -0.43 -0.93
H 1.33316 -0.04029 1.50688 0.08 -1.54 -1.67
H -0.60580 -0.58006 -0.89117 2.49 0.52 1.80
H -0.56058 0.82274 1.64196 -0.13 0.07 -0.67
H -1.20087 1.44128 0.11300 -2.05 1.07 -1.04
H 0.44868 1.71437 0.55730 0.60 1.06 -0.22
```
Forces are in eV/Å.

E_HOMO (spin up / spin down) in eV: -8.00 / -7.82
Frontier orbital gap (spin up / spin down) in Ha: 0.3266 / 0.1899
Spin multiplicity: 2

natural (NBO) population analysis, charges in e, atoms 1 to 8:
1. O -0.425
2. H 0.417
3. C -0.406
4. N -0.699
5. C -0.397
6. H 0.199
7. H 0.171
8. H 0.173

# C2H8NO

A cluster of 2 separate species, C2H8NO in total (ωB97M-V with the def2-TZVPD basis set, the Open Molecules 2025 dataset).

The geometry in XYZ format:
```
12
Properties=species:S:1:pos:R:3:forces:R:3
C 1.47073 0.54161 0.09772 -2.79 -0.27 1.51
C 1.30817 1.86676 0.17377 2.94 0.62 -1.38
N 0.17492 -0.13748 -0.31302 -2.19 -1.11 -1.85
H 1.98268 -0.24156 0.70363 0.50 1.31 -0.84
H 2.19247 2.54090 0.44223 -1.55 -1.09 0.08
H 0.54537 2.34178 -0.46669 0.14 -0.19 0.83
H 0.09775 -0.62014 -1.24806 1.58 -0.81 1.20
H -0.65509 0.39889 -0.63913 0.67 1.31 1.35
H -0.28926 -0.75263 0.41010 0.79 0.33 -0.99
H -2.13158 -2.24588 0.99195 0.25 0.09 -0.03
H -2.75786 -1.92076 -0.32155 0.15 0.17 -0.24
O -1.93831 -1.77149 0.16905 -0.50 -0.35 0.38
```
Forces are in eV/Å.

E_HOMO in eV: -15.65
Frontier orbital gap in Ha: 0.4422
Spin multiplicity: 1
Charge: +1

natural (NBO) population analysis, charges in e, atoms 1 to 8:
1. C -0.063
2. C -0.316
3. N -0.744
4. H 0.255
5. H 0.263
6. H 0.222
7. H 0.448
8. H 0.441

The records above give, respectively, ΔE to the lowest compared entry with this formula, charge and spin values of 10.0; 61.7; 44.2 kcal/mol.
The records above give, respectively, strongest force on any atom values of 1.5; 3.1; 3.3 eV/Å.